The following is a DFT calculation (the ωB97M-V functional and the def2-TZVPD basis) of a 4-piece molecular cluster, C18H32ClF7NO8PS4 overall in a non-equilibrium geometry.

The geometry in XYZ format:
```
72
Properties=species:S:1:pos:R:3:forces:R:3:mulliken_charge:R:1
C -2.22186 0.96475 -1.01611 -0.5 -0.7 0.7 -0.69
C -2.03261 -0.39099 -0.11214 0.3 -0.9 0.5 -0.45
C -0.58848 -0.41607 0.72985 -0.9 0.7 -0.1 -0.43
Cl 0.70976 -0.91696 -0.52686 -0.9 -0.1 2.6 -0.13
P -0.84259 -1.78359 2.08807 -2.3 -1.1 -1.4 0.14
N -2.10021 -1.19719 3.24824 0.2 0.8 -2.7 -0.57
S 1.04088 -2.13865 3.13805 2.9 5.0 5.2 0.84
O 2.08270 -1.01674 2.82470 -3.1 -4.4 0.5 -0.58
O 0.76255 -2.32119 4.66281 0.8 -0.1 -5.3 -0.63
C 1.62116 -3.84367 2.49830 -1.9 -1.1 -1.8 0.47
F 1.42399 -3.76370 1.00229 0.8 -0.8 4.8 -0.22
F 0.65999 -4.82410 3.08621 3.4 2.8 -2.1 -0.24
C 3.19456 -4.14623 2.84399 1.8 1.3 -0.3 0.54
F 4.00903 -3.49926 1.75141 -2.7 -1.9 3.9 -0.24
F 3.55589 -3.58673 4.18809 -1.2 -1.7 -4.8 -0.22
C 3.61500 -5.73078 2.84723 1.2 -2.7 0.3 0.57
F 2.75136 -6.61367 2.03025 2.9 3.3 2.9 -0.22
F 5.01131 -5.88648 2.30077 -5.0 0.5 2.2 -0.23
F 3.55976 -6.20533 4.25600 0.3 1.4 -5.0 -0.22
H -3.12539 1.56732 -0.55109 2.0 -1.0 -1.0 0.36
H -1.19839 1.54306 -0.98512 -2.6 -1.0 -0.3 0.22
H -2.51599 0.60186 -2.11394 0.8 1.1 2.5 0.07
H -2.87315 -0.55715 0.70321 1.5 0.6 -1.8 0.39
H -2.04354 -1.36081 -0.79871 0.1 2.1 1.5 0.33
H -0.35768 0.59969 1.26848 -0.1 -1.8 -1.5 0.40
H -2.36413 -0.24175 2.86064 0.5 -1.2 1.0 0.33
H -2.94693 -1.78985 2.99535 1.5 0.6 0.7 0.34
C 1.02610 1.89285 -5.39927 0.2 -0.1 0.2 -0.18
C 1.92160 0.65955 -5.50718 0.1 0.0 -0.4 -0.93
C 1.71491 -0.16954 -4.24070 0.7 -0.3 -0.1 -0.81
S 0.05603 0.18212 -3.67847 -0.1 0.1 -0.2 1.27
O 0.13664 0.86793 -2.40595 0.1 0.1 -1.3 -0.56
O -0.77317 -0.98989 -3.87669 0.1 0.3 0.5 -0.77
C -0.33055 1.37867 -4.94117 -0.1 0.3 -0.5 -0.82
H 0.95308 2.42630 -6.35149 0.0 -0.1 0.2 0.43
H 1.43713 2.58410 -4.65383 -0.2 -0.4 -0.3 0.24
H 1.62803 0.07138 -6.38513 0.1 0.0 0.1 0.31
H 2.97388 0.93321 -5.63256 -0.2 -0.1 0.0 0.35
H 1.81158 -1.23975 -4.44027 -0.1 0.1 0.2 0.48
H 2.41044 0.12650 -3.45059 -0.2 0.0 0.0 0.33
H -0.97051 2.16162 -4.53077 0.0 -0.2 0.1 0.32
H -0.84732 0.85529 -5.75115 0.0 0.0 0.2 0.40
C 1.00625 7.88967 -6.12461 -0.1 0.2 -0.2 -0.58
C -0.30139 7.35308 -5.54431 -0.2 0.3 0.2 -0.71
C -0.32552 5.84472 -5.78584 -0.7 0.0 0.0 -0.58
S 1.38129 5.31954 -5.83721 0.3 0.1 0.2 1.26
O 1.67822 4.84834 -7.17361 0.0 -0.2 0.5 -0.69
O 1.67436 4.53414 -4.65496 0.1 0.6 -0.5 -0.72
C 2.09261 6.94143 -5.63941 0.3 0.5 0.0 -0.78
H 1.19957 8.91845 -5.80703 0.0 -0.2 -0.1 0.35
H 0.95764 7.87623 -7.22001 0.1 0.0 0.1 0.29
H -0.33198 7.55463 -4.46664 0.0 0.0 -0.2 0.31
H -1.17308 7.83889 -5.99379 0.1 -0.1 0.1 0.34
H -0.84395 5.31676 -4.98147 0.2 -0.1 -0.2 0.32
H -0.78428 5.60075 -6.74797 0.2 -0.1 0.1 0.40
H 3.01698 7.01681 -6.21459 -0.1 -0.2 0.1 0.40
H 2.29775 7.08927 -4.57494 0.0 -0.1 -0.1 0.33
C -2.51902 -3.58294 8.78043 0.1 -0.1 0.3 -0.60
C -1.25724 -3.03526 8.11518 0.1 0.2 0.2 -0.73
C -1.08474 -3.76799 6.78574 0.6 0.2 0.0 0.16
S -2.72496 -4.24251 6.26024 0.1 0.1 -0.2 1.03
O -2.81278 -5.68759 6.27330 -0.1 0.4 -0.3 -0.67
O -3.10270 -3.45298 5.10508 -0.1 -0.6 0.1 -0.59
C -3.58037 -3.61199 7.69074 -0.4 0.2 0.5 -0.69
H -2.83088 -2.96690 9.62888 0.0 -0.1 -0.1 0.35
H -2.33144 -4.59841 9.14931 -0.1 0.1 0.0 0.30
H -1.37897 -1.96089 7.93116 0.0 -0.2 0.0 0.30
H -0.37647 -3.16118 8.75258 -0.1 0.0 -0.1 0.36
H -0.63239 -3.12408 6.02726 -0.2 -0.3 0.0 -0.22
H -0.49036 -4.67809 6.90454 -0.2 0.1 -0.1 0.38
H -4.42768 -4.25558 7.93333 0.1 0.0 -0.2 0.39
H -3.92935 -2.60245 7.45390 0.0 -0.2 -0.1 0.32
```
Forces are in eV/Å.

Its charge is 0. The value obtained for the total energy is -4454.78343 Ha. As for the spin multiplicity: 1. The SMILES is CC[C@H](Cl)P(N)S(=O)(=O)C(F)(F)C(F)(F)C(F)(F)F.O=S1(=O)CCCC1.O=S1(=O)CCCC1.O=S1(=O)CCCC1.